Entry 1:
The following is a DFT calculation (ωB97M-V with the def2-TZVPD basis set) of C25H32N5O5ReSSi as an isolated structure.

Structure (XYZ):
```
70
Properties=species:S:1:pos:R:3:forces:R:3
Re -0.05922 0.28283 0.53316 -2.77 -3.38 -0.55
O 0.23581 -1.13493 -1.59943 0.71 0.05 1.05
C -0.24234 -0.51305 -2.77793 -2.06 1.91 -0.02
C -1.12431 0.82570 -2.31758 2.17 -2.64 -3.19
O -1.50919 1.52965 -3.20418 -0.58 0.71 0.39
O -1.29858 0.88452 -1.08275 -0.18 0.69 4.26
C 0.81390 0.03623 -3.67106 0.69 -0.09 -0.32
C 2.13570 0.19167 -3.24832 -0.61 -0.23 -0.02
C 3.07875 0.72727 -4.10254 0.17 0.24 -0.30
C 2.71842 1.12695 -5.38084 0.08 -0.05 0.15
C 1.40084 0.99888 -5.80081 0.13 0.10 0.13
C 0.45152 0.46976 -4.95124 0.09 -0.19 0.29
C -1.23827 -1.43628 -3.44933 0.38 -0.36 -0.10
C -0.75550 -2.44013 -4.28738 -0.27 0.09 0.18
C -1.63657 -3.32650 -4.87906 0.12 -0.14 -0.04
C -2.99854 -3.21723 -4.65178 -0.05 0.04 0.00
C -3.47922 -2.22736 -3.81134 -0.05 -0.12 0.00
C -2.60068 -1.35421 -3.19739 0.18 0.09 -0.13
H 1.13409 -1.46160 -1.75182 -0.08 -0.10 -0.02
H 2.44960 -0.09989 -2.25424 0.01 -0.06 0.04
H 4.09458 0.84054 -3.75942 0.18 0.00 -0.01
H 3.46360 1.54013 -6.04198 0.07 0.05 -0.09
H 1.11346 1.33275 -6.78457 -0.04 0.02 -0.14
H -0.58210 0.40235 -5.25031 -0.03 -0.07 -0.11
H 0.30488 -2.52462 -4.47365 0.12 0.03 -0.07
H -1.25488 -4.10797 -5.51750 0.01 -0.08 -0.11
H -3.68213 -3.89785 -5.13346 -0.09 -0.09 -0.05
H -4.53863 -2.13197 -3.62985 -0.12 -0.02 0.01
H -2.98302 -0.58961 -2.54018 -0.12 0.10 0.05
C -3.29523 -2.70727 -0.06933 0.81 0.34 0.66
Si -2.08419 -2.38676 1.36943 -1.94 -2.56 0.76
C -3.04232 -1.90791 2.95668 0.66 -0.13 -0.84
C -0.92225 -3.87293 1.65086 -0.50 0.89 -0.18
O -1.12122 -1.11308 1.01146 2.02 2.91 -0.93
H -4.00198 -3.48441 0.20045 -0.10 -0.20 0.19
H -2.77310 -3.02942 -0.96564 0.12 -0.01 -0.11
H -3.86604 -1.81652 -0.31273 -0.08 0.19 -0.03
H -3.73293 -2.70171 3.21874 -0.15 -0.19 0.01
H -3.62229 -1.00094 2.81151 -0.11 0.15 -0.09
H -2.37844 -1.75996 3.80302 0.17 0.02 0.14
H -1.49943 -4.72265 1.99757 -0.16 -0.18 0.08
H -0.15797 -3.66000 2.39179 0.09 0.09 0.18
H -0.42247 -4.16349 0.73167 0.03 0.00 -0.20
O 0.86501 1.73812 0.16482 1.53 -0.50 -0.36
N 1.32094 2.89313 -0.06298 1.73 4.36 -0.86
C 2.55177 3.11396 -0.48738 -2.63 -1.71 0.98
C 3.45822 2.05096 -0.66061 0.80 -1.26 -0.14
N 4.10835 1.10453 -0.72200 -0.04 0.25 0.03
C 2.97976 4.43541 -0.70718 -0.09 0.91 -0.06
N 3.36235 5.50202 -0.88041 0.07 0.08 -0.02
C -1.28445 2.82102 5.44580 0.05 0.06 -0.23
C -0.79434 3.06092 4.02013 -0.16 0.20 0.39
N -0.29573 1.85314 3.38041 -0.07 -0.13 -0.23
C 0.93440 1.34633 3.48094 -0.36 0.04 0.03
S 1.36425 -0.02495 2.51969 -0.04 -0.29 -0.78
N 1.82312 1.87699 4.30350 -0.57 0.33 -0.05
C 3.21428 1.48492 4.43396 0.56 -0.28 0.20
C 3.43366 0.54503 5.61319 -0.04 0.16 -0.21
H -1.69233 3.74626 5.84337 -0.03 0.05 0.09
H -0.48424 2.48806 6.10219 0.07 -0.05 0.11
H -2.06733 2.06775 5.45281 -0.08 -0.07 0.04
H -0.01220 3.82484 3.99962 -0.05 -0.02 -0.11
H -1.62365 3.42332 3.41015 0.17 0.02 -0.03
H -0.96115 1.31089 2.83615 0.25 0.13 0.28
H 1.50557 2.58910 4.94903 -0.05 -0.07 -0.12
H 3.79288 2.40050 4.57256 -0.02 -0.06 -0.13
H 3.52213 1.00203 3.50525 0.02 0.20 0.06
H 3.07087 0.99543 6.53420 -0.02 -0.01 0.11
H 4.49624 0.34953 5.72541 0.08 -0.06 0.03
H 2.91949 -0.39822 5.44871 -0.05 -0.10 0.04
```
Forces are in eV/Å.

As for the LUMO energy (spin up / spin down): -5.7 / -5.4 eV. As for the expectation value of S²: 0.759. As for the frontier orbital gap (spin up / spin down): 5.26 / 5.50 eV. Its spin multiplicity is 2. Its HOMO energy (spin up / spin down) is -10.9185 / -10.9092 eV. The charge is +1.

***

Entry 2:
The following is a DFT calculation (ωB97M-V with the def2-TZVPD basis set) of C25H33BF4NO2SeTeTi as an isolated structure.

Structure (XYZ):
```
69
Properties=species:S:1:pos:R:3:forces:R:3
Ti 0.37538 -0.31715 -0.25195 0.07 -0.13 0.14
C 1.23356 3.34146 -0.59726 0.01 0.02 -0.01
C 0.09450 3.52673 0.37639 0.01 -0.04 0.04
O -0.82038 2.44843 0.24753 -0.11 0.06 -0.36
C -1.96564 2.61743 1.06874 0.13 -0.01 0.13
C -3.14238 1.84523 0.51647 -0.04 -0.03 0.00
H 1.88641 4.21602 -0.57185 0.00 -0.01 0.00
H 0.86158 3.22345 -1.61698 0.00 0.00 0.00
H 1.83458 2.46996 -0.34169 0.00 0.01 0.01
H -0.44000 4.46332 0.16533 0.00 0.00 0.01
H 0.46769 3.57020 1.40669 0.02 -0.02 0.00
H -2.21029 3.68649 1.11343 0.00 0.01 -0.03
H -1.72120 2.28996 2.08778 -0.02 0.02 0.02
H -3.26123 2.04433 -0.54981 -0.01 0.02 0.01
H -4.05384 2.15387 1.03372 0.00 -0.01 0.01
H -3.01305 0.77287 0.64897 0.03 0.02 -0.01
C -3.28476 -1.80639 -1.42001 -0.07 -0.06 -0.03
C -2.30748 -0.69412 -1.61702 0.08 -0.06 0.18
O -1.42687 -0.52269 -0.63640 0.00 0.20 -0.32
C -2.29857 0.13646 -2.76740 -0.14 -0.03 -0.01
C -3.14286 -0.14619 -3.86823 -0.01 0.03 -0.04
C -3.13630 0.65145 -4.99616 0.00 -0.01 0.04
C -2.30206 1.76301 -5.07699 0.00 0.00 -0.01
C -1.47017 2.06140 -3.99954 -0.01 -0.03 0.01
C -1.46577 1.27207 -2.86936 0.08 0.06 -0.03
H -3.30804 -2.08423 -0.36627 0.01 0.02 0.01
H -3.01045 -2.70124 -1.99207 0.02 0.02 -0.01
H -4.29358 -1.52003 -1.72689 0.01 0.00 0.00
H -3.78739 -1.01494 -3.84207 0.00 0.00 0.01
H -3.78314 0.39814 -5.82795 0.00 0.01 0.00
H -2.29485 2.38188 -5.96499 0.00 0.00 0.00
H -0.80877 2.91819 -4.04595 0.00 0.00 -0.01
H -0.82542 1.54534 -2.04216 -0.03 -0.02 0.03
C -2.67361 -0.91666 4.45469 -0.05 0.10 0.13
Te -1.78386 -1.42948 2.59316 -0.05 -0.13 -0.17
C -0.21418 -2.47543 3.56045 0.07 -0.02 0.00
H -2.88698 -1.82917 5.00718 -0.01 0.03 0.04
H -3.60381 -0.38090 4.27398 0.00 0.00 -0.02
H -1.99698 -0.28001 5.02102 -0.01 -0.02 0.02
H 0.30993 -1.77099 4.20211 0.02 -0.03 0.02
H 0.46715 -2.83816 2.79405 -0.02 0.01 -0.02
H -0.62969 -3.30695 4.12533 0.04 0.00 0.03
C 1.53413 -5.09566 0.26988 0.00 -0.01 -0.01
C 2.49906 -4.09635 0.27720 -0.07 0.00 0.06
C 2.11888 -2.76391 0.17847 0.07 -0.06 0.00
C 0.78211 -2.36822 0.04375 0.07 -0.13 -0.04
C -0.16005 -3.40296 0.01471 -0.07 0.01 0.01
C 0.19890 -4.74157 0.13972 0.01 0.02 0.02
H 1.82048 -6.13763 0.35268 0.00 0.00 0.01
H 3.54906 -4.35289 0.36151 0.00 0.00 0.01
H 2.90459 -2.01772 0.19072 0.03 0.02 0.02
H -1.21185 -3.16649 -0.10810 0.00 0.00 0.01
H -0.56860 -5.50803 0.13070 0.00 0.00 -0.02
Se 1.27892 0.63279 2.07240 -0.06 -0.18 -0.02
C 3.12900 1.07574 2.01317 0.08 0.16 0.05
C 4.08249 0.55290 1.14074 -0.07 -0.01 -0.01
C 5.40828 0.93610 1.26574 0.03 0.02 0.01
N 5.86883 1.79241 2.17773 -0.01 -0.01 -0.03
C 4.95225 2.30213 3.00089 -0.04 0.02 0.02
C 3.60575 1.98871 2.95886 0.02 -0.01 0.01
H 3.80483 -0.13525 0.35901 0.02 -0.03 0.00
H 6.14576 0.52220 0.58494 0.00 0.00 0.00
H 5.31372 3.00908 3.74237 0.02 -0.01 0.00
H 2.92196 2.44816 3.66158 0.00 -0.01 0.01
F 3.01382 -1.12077 -2.88589 -0.03 -0.03 -0.02
B 1.99758 -0.26545 -2.60212 0.00 0.11 0.07
F 0.73148 -0.90099 -2.51090 -0.03 0.15 0.08
F 1.95777 0.85944 -3.37481 -0.01 -0.03 -0.03
F 2.15373 0.19126 -1.16295 0.01 0.03 -0.02
```
Forces are in eV/Å.

As for the LUMO energy (spin up / spin down): 2.1 / 2.1 eV. As for the expectation value of S²: 2.035. As for the frontier orbital gap (spin up / spin down): 5.77 / 7.03 eV. Its spin multiplicity is 3. Its HOMO energy (spin up / spin down) is -3.6760 / -4.9385 eV. The charge is -1.

***

| no. | DFT total energy (eV) | F_max (eV/A) |
| --- | --- | --- |
| 1 | -64967.7667 | 4.76 |
| 2 | -139355.5872 | 0.38 |